Record 1
Entry from the OMol25 dataset: a structure of composition C23H27BClI2N10O2W at a distorted geometry (wB97M-V/def2-TZVPD).

CARTESIAN COORDINATES (ANGSTROEM)
W  0.205  -0.034  -0.013
C  0.376  2.526  -2.755
C  0.372  2.982  -1.338
C  0.707  4.256  -0.912
C  0.622  4.227  0.464
N  0.252  3.001  0.844
N  0.080  2.208  -0.264
B  -0.133  2.463  2.231
N  -1.482  1.749  2.025
C  -2.686  2.088  2.494
C  -3.621  1.217  1.985
C  -2.909  0.345  1.168
C  -3.524  -0.784  0.410
N  -1.600  0.686  1.181
N  0.900  1.384  2.652
C  1.737  1.397  3.688
C  2.529  0.266  3.637
C  2.124  -0.420  2.503
C  2.698  -1.685  1.971
N  1.120  0.269  1.906
N  -0.204  3.487  3.332
C  -0.671  3.242  4.596
C  -0.352  4.314  5.374
C  0.324  5.216  4.504
C  0.900  6.540  4.841
N  0.405  4.691  3.295
H  -0.639  2.409  -3.141
H  0.916  1.589  -2.882
H  0.873  3.278  -3.363
H  0.982  5.088  -1.535
H  0.800  4.984  1.208
H  -2.812  2.931  3.151
H  -4.681  1.200  2.166
H  -3.965  -0.423  -0.521
H  -4.331  -1.209  1.004
H  -2.820  -1.574  0.175
H  1.731  2.201  4.405
H  3.303  -0.028  4.323
H  3.615  -1.908  2.511
H  2.947  -1.592  0.916
H  2.023  -2.532  2.113
H  -1.165  2.316  4.845
H  -0.567  4.469  6.417
H  0.137  7.195  5.263
H  1.332  7.010  3.961
H  1.667  6.436  5.609
I  -1.274  -0.441  -2.254
C  -0.891  -3.133  -5.243
I  -0.081  -3.930  -3.542
H  -1.059  -2.069  -5.237
H  -1.423  -3.800  -5.902
O  1.121  -1.589  -0.635
N  0.792  -2.809  -0.359
N  -0.170  -2.808  0.498
O  -0.623  -1.601  0.866
C  -0.638  -3.976  1.108
C  -1.730  -3.904  1.976
C  -2.171  -5.058  2.590
C  -1.539  -6.272  2.343
C  -0.454  -6.332  1.471
C  0.005  -5.194  0.846
H  -2.218  -2.955  2.153
H  -3.014  -5.014  3.265
H  -1.896  -7.172  2.825
H  0.037  -7.276  1.285
H  0.841  -5.229  0.163
Cl  2.359  0.721  -0.700

Computed properties:
- E_LUMO (spin up / spin down): -8.1 / -10.5 eV
- ΔE to the lowest compared entry with this formula, charge and spin: 48.70 kJ/mol
- Total charge: +2
- <S²>: 3.783
- Orbital gap (spin up / spin down): 5.441 / 3.051 eV
- DFT total energy: -74494.9062 eV
- Multiplicity: 4

Mulliken atomic charge list, values in e, 4 entries: number 1, W, carries 0.9705; number 2, C, carries -1.6220; number 3, C, carries 0.8900; number 4, C, carries -1.3915

Record 2
Entry from the OMol25 dataset: a structure of composition C23H27Br3NO3Si2Tl (wB97M-V/def2-TZVPD).

CARTESIAN COORDINATES (ANGSTROEM)
Tl  -0.192  0.357  0.853
Br  -3.441  -3.533  -0.249
C  -1.559  -3.625  -0.120
C  -0.938  -4.880  -0.217
C  0.417  -4.995  -0.131
Br  1.204  -6.712  -0.275
C  1.219  -3.847  0.064
C  2.625  -3.859  0.193
C  3.309  -2.695  0.397
C  2.593  -1.492  0.472
N  1.288  -1.449  0.342
C  0.577  -2.592  0.149
C  -0.853  -2.448  0.054
O  -1.432  -1.280  0.116
H  -1.551  -5.759  -0.360
H  3.151  -4.802  0.135
H  4.384  -2.688  0.511
H  3.103  -0.551  0.645
Br  -1.050  2.591  3.682
C  -2.441  1.503  2.958
C  -3.551  2.153  2.437
C  -4.607  1.402  1.945
C  -4.559  0.015  2.000
C  -3.454  -0.617  2.540
C  -2.365  0.114  3.010
C  -1.157  -0.658  3.503
O  -1.271  -1.423  4.430
O  -0.046  -0.463  2.829
H  -3.589  3.234  2.431
H  -5.470  1.904  1.529
H  -5.380  -0.574  1.614
H  -3.404  -1.697  2.592
C  2.605  2.079  1.933
Si  2.045  2.680  0.245
C  2.165  4.543  0.204
C  3.122  1.941  -1.088
C  0.226  2.274  -0.054
Si  -0.612  2.245  -1.747
C  -0.544  3.995  -2.404
C  -2.390  1.724  -1.514
C  0.218  1.057  -2.916
H  3.695  1.991  1.978
H  2.192  1.110  2.230
H  2.302  2.790  2.706
H  3.180  4.888  0.423
H  1.496  4.976  0.954
H  1.878  4.937  -0.773
H  4.176  2.013  -0.804
H  2.999  2.483  -2.028
H  2.895  0.889  -1.277
H  -0.359  2.952  0.580
H  -0.932  4.698  -1.662
H  -1.140  4.103  -3.315
H  0.483  4.288  -2.643
H  -2.917  2.411  -0.846
H  -2.469  0.715  -1.095
H  -2.923  1.712  -2.469
H  1.226  1.373  -3.186
H  -0.367  0.981  -3.836
H  0.280  0.053  -2.483

Computed properties:
- E_LUMO: -0.5 eV
- Total charge: 0
- Orbital gap: 7.566 eV
- DFT total energy: -262500.8768 eV

Mulliken atomic charge list, values in e, 4 entries: number 1, Tl, carries 1.1230; number 2, Br, carries -0.1733; number 3, C, carries -0.1882; number 4, C, carries -0.4664

Record 3
Entry from the OMol25 dataset: a structure of composition C23H27Cl3F3N7O5S2V at a distorted geometry (wB97M-V/def2-TZVPD).

CARTESIAN COORDINATES (ANGSTROEM)
V  2.219  0.731  0.162
C  7.368  -1.455  -0.524
N  6.424  -0.603  0.171
C  6.961  0.597  0.794
C  5.073  -0.662  -0.076
N  4.185  -0.045  0.615
N  4.677  -1.492  -1.120
C  3.467  -1.327  -1.828
N  3.053  -2.514  -2.379
N  2.948  -0.174  -1.987
H  7.581  -1.115  -1.546
H  7.022  -2.488  -0.550
H  8.307  -1.460  0.026
H  7.884  0.878  0.286
H  7.185  0.452  1.854
H  6.256  1.420  0.685
H  4.609  0.438  1.398
H  5.399  -1.936  -1.660
H  3.289  -3.328  -1.833
H  2.103  -2.520  -2.717
H  2.067  -0.256  -2.489
Cl  -4.308  -0.977  -5.513
C  -4.218  -0.449  -3.858
C  -3.390  -1.111  -2.970
C  -3.344  -0.670  -1.657
C  -4.097  0.413  -1.208
C  -3.927  0.850  0.233
C  -3.183  2.176  0.386
N  -1.828  2.100  -0.138
C  -1.432  2.302  -1.439
C  -0.124  1.945  -1.494
N  0.299  1.520  -0.248
C  -0.761  1.614  0.529
O  -5.151  1.028  0.919
C  -5.852  -0.174  1.244
C  -5.521  -0.662  2.622
C  -6.359  -0.563  3.691
Cl  -7.944  0.110  3.709
S  -5.687  -1.167  5.142
C  -4.239  -1.587  4.333
C  -4.284  -1.269  3.014
C  -4.907  1.054  -2.139
Cl  -5.855  2.455  -1.715
C  -4.981  0.633  -3.457
H  -2.798  -1.953  -3.296
H  -2.697  -1.176  -0.952
H  -3.312  0.077  0.708
H  -3.148  2.409  1.450
H  -3.703  2.986  -0.122
H  -2.106  2.685  -2.185
H  0.562  1.997  -2.321
H  -0.802  1.352  1.574
H  -5.650  -0.945  0.493
H  -6.912  0.069  1.187
H  -3.434  -2.059  4.871
H  -3.471  -1.483  2.337
H  -5.621  1.148  -4.158
C  3.189  3.717  1.236
C  2.852  2.483  0.459
O  3.014  2.463  -0.805
H  4.279  3.824  1.254
H  2.833  3.656  2.264
H  2.789  4.615  0.757
F  2.539  -3.131  1.000
C  1.223  -3.101  1.207
F  0.662  -4.044  0.438
F  0.993  -3.390  2.487
S  0.503  -1.477  0.767
O  1.293  -0.528  1.601
O  -0.881  -1.587  1.128
O  0.820  -1.318  -0.646

Computed properties:
- E_LUMO (spin up / spin down): 0.3 / 0.3 eV
- ΔE to the lowest compared entry with this formula, charge and spin: 120.27 kJ/mol
- Total charge: 0
- <S²>: 0.825
- Orbital gap (spin up / spin down): 6.303 / 5.218 eV
- DFT total energy: -138036.0063 eV
- Multiplicity: 2

Mulliken atomic charge list, values in e, 4 entries: number 1, V, carries 0.8110; number 2, C, carries -1.2825; number 3, N, carries 0.1139; number 4, C, carries -1.2689

Record 4
Entry from the OMol25 dataset: a structure of composition C23H27Cl5FeN6SSi (wB97M-V/def2-TZVPD).

CARTESIAN COORDINATES (ANGSTROEM)
Fe  0.047  0.194  -0.328
N  1.272  3.151  2.606
C  0.676  2.125  1.891
S  1.757  1.233  0.827
N  -0.580  1.932  2.063
N  -1.175  0.967  1.247
C  -2.310  0.525  1.797
C  -3.217  -0.319  1.132
C  -4.122  -1.148  1.855
C  -4.901  -2.045  1.191
C  -4.823  -2.125  -0.222
C  -3.991  -1.252  -0.870
N  -3.209  -0.356  -0.241
H  2.261  3.041  2.758
H  0.751  3.431  3.423
H  -2.487  0.773  2.839
H  -4.137  -1.080  2.936
H  -5.566  -2.701  1.737
H  -5.413  -2.835  -0.783
H  -3.939  -1.242  -1.954
Cl  0.208  -2.485  0.852
C  -0.568  -2.579  -0.702
C  -0.699  -1.384  -1.401
C  -1.357  -1.484  -2.614
Cl  -1.704  -0.033  -3.538
C  -1.789  -2.693  -3.154
Cl  -2.545  -2.758  -4.702
C  -1.592  -3.868  -2.435
Cl  -2.078  -5.380  -3.092
C  -0.992  -3.810  -1.179
Cl  -0.767  -5.242  -0.258
C  3.708  -0.175  -1.073
Si  1.981  -0.406  -1.788
C  1.900  0.690  -3.324
C  2.005  -2.194  -2.408
C  2.557  -3.211  -1.625
C  2.550  -4.533  -2.047
C  2.000  -4.867  -3.277
C  1.472  -3.870  -4.084
C  1.477  -2.550  -3.650
H  4.417  -0.573  -1.805
H  3.849  -0.715  -0.136
H  3.945  0.873  -0.890
H  2.699  0.370  -4.000
H  2.090  1.739  -3.083
H  0.957  0.624  -3.866
H  2.987  -2.974  -0.658
H  2.969  -5.304  -1.413
H  1.985  -5.899  -3.606
H  1.045  -4.120  -5.048
H  1.046  -1.790  -4.294
N  -3.309  2.072  -0.783
C  -2.553  3.128  -1.492
C  -1.124  3.250  -1.015
N  -0.290  2.151  -1.500
H  -4.276  2.058  -1.102
H  -3.320  2.248  0.222
H  -3.010  0.948  -0.797
H  -3.061  4.077  -1.319
H  -2.605  2.905  -2.559
H  -1.104  3.251  0.079
H  -0.751  4.222  -1.350
H  0.682  2.436  -1.533
H  -0.572  1.888  -2.438

Computed properties:
- E_LUMO (spin up / spin down): 0.0 / 0.0 eV
- ΔE to the lowest compared entry with this formula, charge and spin: 0.00 kJ/mol
- Total charge: 0
- <S²>: 6.243
- Orbital gap (spin up / spin down): 5.486 / 7.590 eV
- DFT total energy: -148942.0648 eV
- Multiplicity: 5

Mulliken atomic charge list, values in e, 4 entries: number 1, Fe, carries -0.6451; number 2, N, carries -0.5605; number 3, C, carries 0.5676; number 4, S, carries -0.5967